C6H9MgO3P | the ωB97M-V functional and the def2-TZVPD basis

Each line ends with the Löwdin charge.
CARTESIAN COORDINATES (ANGSTROEM)
O1 2.645 0.349 -2.112  0.16
C1 1.766 0.149 -1.408  0.07
Mg1 -0.491 -0.176 0.205  0.58
C2 -2.015 -0.850 -1.247  0.09
C3 -0.497 2.005 0.778  0.09
O2 -2.879 -1.194 -1.927  0.22
O3 -0.591 3.113 1.063  0.22
C4 -0.509 -3.083 2.880  -0.22
P1 0.295 -1.723 1.951  0.72
C5 0.790 -0.571 3.276  -0.26
C6 1.891 -2.457 1.477  -0.25
H1 -1.438 -2.711 3.328  0.06
H2 0.174 -3.441 3.673  0.08
H3 -0.736 -3.900 2.187  0.06
H4 1.332 -1.115 4.062  0.08
H5 1.430 0.223 2.867  0.05
H6 -0.108 -0.123 3.720  0.06
H7 2.388 -2.881 2.363  0.08
H8 1.715 -3.263 0.758  0.06
H9 2.540 -1.691 1.026  0.05

Its highest occupied orbital energy is -18.3017 eV. Its energy relative to the best compared isomer or geometry (same formula, charge and spin) is 7.90 kJ/mol. The net charge is +2. The strongest force on any atom comes out at 5.642 eV Å⁻¹.